The following is a quantum chemistry calculation of a 14-piece molecular cluster, C16H60N12O14 overall in a non-equilibrium geometry, from the OMol25 dataset.

```
102
Properties=species:S:1:pos:R:3:lowdin_charge:R:1
C 1.288 -0.275 0.129 -0.09
C -0.108 0.192 0.271 -0.28
O -0.442 -0.090 1.617 -0.16
H 1.519 -1.380 0.381 0.09
H 1.892 0.280 0.762 0.03
H 1.626 -0.219 -0.891 0.05
H -0.689 -0.427 -0.438 0.11
H -0.318 1.243 -0.004 0.10
H -1.375 0.081 1.737 0.01
C 2.251 -2.809 -2.239 -0.06
C 2.405 -4.247 -2.676 -0.36
O 1.353 -4.569 -3.456 -0.08
H 3.055 -2.539 -1.511 0.08
H 1.250 -2.501 -1.807 0.08
H 2.325 -2.218 -3.140 0.05
H 2.423 -4.996 -1.916 0.10
H 3.314 -4.327 -3.220 0.11
H 1.647 -5.340 -3.984 0.12
C -3.480 1.241 -1.268 -0.52
O -2.230 1.034 -1.984 -0.17
N -4.205 0.226 -0.873 0.18
N -4.036 2.412 -1.152 0.16
H -3.793 -0.630 -1.235 0.07
H -5.058 0.341 -0.249 0.15
H -3.386 3.151 -1.463 0.07
H -4.748 2.712 -0.465 0.14
C 0.484 2.760 -3.180 -0.60
O 0.954 2.155 -2.025 -0.10
N -0.789 2.780 -3.461 0.17
N 1.227 3.481 -3.988 0.15
H -1.365 2.169 -2.859 0.05
H -1.205 3.193 -4.289 0.13
H 2.214 3.408 -3.682 0.14
H 1.110 3.419 -5.017 0.13
C 4.900 -0.496 0.424 -0.67
O 4.065 -0.113 -0.567 -0.08
N 5.018 0.020 1.595 0.18
N 5.745 -1.428 0.254 0.17
H 4.614 0.949 1.901 0.16
H 5.627 -0.484 2.266 0.13
H 5.661 -1.926 -0.626 0.13
H 6.267 -1.843 0.966 0.09
C -3.745 1.121 2.322 -0.59
O -2.573 1.240 1.654 -0.07
N -4.404 2.086 2.929 0.14
N -4.493 0.023 2.296 0.13
H -4.051 3.076 2.938 0.15
H -5.199 1.907 3.619 0.15
H -4.093 -0.735 1.704 0.07
H -4.971 -0.212 3.209 0.14
C -1.692 -2.672 -2.462 -0.66
O -2.770 -2.221 -1.775 -0.11
N -1.319 -3.895 -2.539 0.17
N -0.978 -1.845 -3.173 0.18
H -1.972 -4.571 -1.969 0.18
H -0.397 -4.121 -2.841 0.05
H -1.145 -0.852 -3.049 0.10
H -0.231 -2.171 -3.756 0.08
C -1.804 -2.907 1.372 -0.58
O -2.608 -1.752 1.312 -0.14
N -0.502 -2.883 1.302 0.17
N -2.265 -4.095 1.509 0.16
H -0.070 -1.934 1.246 0.07
H 0.096 -3.772 1.273 0.16
H -3.305 -4.141 1.627 0.15
H -1.791 -4.860 1.876 0.09
C 2.388 -1.674 3.128 -0.20
O 1.764 -0.466 3.371 -0.12
H 3.084 -2.096 3.857 0.08
H 2.968 -1.706 2.232 0.04
H 1.584 -2.401 2.924 0.07
H 1.064 -0.301 2.703 0.04
C -1.414 -0.550 4.694 -0.18
O -2.344 -1.080 5.555 -0.11
H -0.687 -1.368 4.498 0.09
H -0.815 0.142 5.179 0.06
H -1.890 -0.188 3.764 0.07
H -2.953 -1.703 5.130 0.08
C 1.839 0.039 -4.347 -0.16
O 2.572 0.407 -3.185 -0.14
H 2.564 -0.410 -5.053 0.09
H 1.323 0.892 -4.792 0.06
H 1.100 -0.758 -4.155 0.04
H 1.961 0.881 -2.600 0.00
C -1.579 4.178 -0.313 -0.18
O -2.200 4.548 -1.485 -0.12
H -2.171 3.473 0.180 0.04
H -1.283 4.969 0.368 0.08
H -0.568 3.778 -0.550 0.09
H -1.473 4.630 -2.107 0.07
C -0.049 2.578 3.355 -0.16
O -0.519 3.068 2.148 -0.13
H 0.314 3.431 3.954 0.10
H 0.746 1.859 3.175 0.06
H -0.851 2.060 3.853 0.06
H -0.845 2.274 1.730 0.01
C 2.403 3.084 0.825 -0.15
O 3.463 2.856 -0.123 -0.13
H 2.368 2.423 1.676 0.05
H 1.450 2.908 0.306 0.05
H 2.457 4.085 1.261 0.09
H 3.510 1.937 -0.414 0.03
```

total charge = 0
LUMO = 0.24 eV


The following is a quantum chemistry calculation of a 13-piece molecular cluster, C16H62N4O13 overall in a non-equilibrium geometry, from the OMol25 dataset.

```
95
Properties=species:S:1:pos:R:3:lowdin_charge:R:1
C 9.056 -1.663 -0.636 -0.08
C 7.628 -1.312 -0.403 -0.44
C 7.208 -1.289 1.125 -0.19
O 5.838 -1.129 1.452 -0.20
C 5.470 -1.194 2.808 -0.11
N 7.360 0.041 -0.953 0.04
H 9.113 -1.574 -1.721 0.08
H 9.185 -2.696 -0.312 0.08
H 9.746 -1.055 -0.051 0.08
H 7.039 -2.004 -1.006 0.13
H 7.889 -0.690 1.729 0.13
H 7.373 -2.311 1.466 0.11
H 6.113 -0.595 3.452 0.09
H 5.634 -2.236 3.084 0.08
H 4.405 -1.025 2.970 0.09
H 6.948 -0.140 -1.857 0.06
H 6.636 0.340 -0.316 0.05
C 2.457 -3.620 -4.609 -0.09
C 3.231 -2.374 -4.791 -0.48
C 4.255 -2.397 -5.901 -0.21
O 5.171 -1.379 -5.574 -0.17
C 6.146 -1.205 -6.561 -0.12
N 2.246 -1.307 -4.792 0.04
H 3.187 -4.429 -4.629 0.07
H 1.684 -3.819 -5.352 0.09
H 2.169 -3.757 -3.567 0.09
H 3.847 -2.257 -3.900 0.14
H 3.764 -2.449 -6.872 0.14
H 4.780 -3.298 -5.585 0.12
H 7.087 -1.701 -6.323 0.08
H 6.418 -0.150 -6.548 0.08
H 5.757 -1.427 -7.555 0.09
H 1.616 -1.316 -4.003 0.07
H 1.632 -1.487 -5.573 0.06
C -7.601 -5.388 -2.938 -0.06
C -7.429 -3.849 -2.681 -0.42
C -8.358 -3.128 -1.614 -0.16
O -7.785 -1.843 -1.231 -0.20
C -8.587 -0.994 -0.396 -0.11
N -6.050 -3.682 -2.298 0.01
H -8.476 -5.667 -3.525 0.07
H -7.357 -5.814 -1.965 0.07
H -6.856 -5.974 -3.477 0.07
H -7.424 -3.303 -3.625 0.13
H -8.417 -3.818 -0.772 0.11
H -9.341 -2.996 -2.066 0.12
H -9.206 -0.268 -0.922 0.08
H -7.976 -0.419 0.301 0.08
H -9.216 -1.520 0.322 0.08
H -5.810 -2.714 -2.136 0.07
H -6.070 -4.177 -1.417 0.06
C -2.319 1.722 3.226 -0.05
C -2.458 1.544 1.713 -0.48
C -1.214 1.766 0.840 -0.15
O -0.684 3.090 1.177 -0.22
C 0.729 3.314 1.083 -0.10
N -3.197 0.394 1.406 0.03
H -3.295 1.473 3.642 0.06
H -2.204 2.685 3.723 0.08
H -1.760 0.879 3.633 0.08
H -3.167 2.317 1.418 0.13
H -1.472 1.723 -0.218 0.12
H -0.444 1.021 1.040 0.12
H 0.899 4.342 1.403 0.08
H 0.976 3.374 0.024 0.08
H 1.377 2.633 1.635 0.08
H -4.124 0.650 1.096 0.08
H -3.472 -0.107 2.238 0.07
O 4.726 3.506 5.516 -0.05
H 4.975 3.669 6.426 0.03
H 3.800 3.266 5.559 0.03
O 3.046 10.065 0.719 -0.06
H 3.148 10.758 1.371 0.03
H 3.912 9.661 0.660 0.03
O -0.240 -1.940 7.749 -0.05
H -1.068 -1.610 7.399 0.03
H 0.017 -1.295 8.407 0.03
O -0.926 -4.077 1.428 -0.05
H -1.411 -3.263 1.567 0.02
H -1.579 -4.691 1.093 0.03
O -6.578 -2.672 4.554 -0.05
H -6.789 -2.337 5.425 0.03
H -7.403 -3.032 4.229 0.03
O -3.145 6.000 -1.233 -0.05
H -2.302 6.425 -1.387 0.03
H -2.924 5.188 -0.778 0.02
O -7.593 4.889 5.433 -0.05
H -6.983 5.627 5.432 0.03
H -7.077 4.152 5.757 0.03
O 7.115 4.592 1.613 -0.05
H 6.852 4.445 2.521 0.02
H 8.044 4.363 1.592 0.03
O -6.937 6.487 0.346 -0.05
H -6.978 7.091 1.087 0.03
H -6.001 6.373 0.181 0.02
```

total charge = 0
LUMO = 0.06 eV


The following is a quantum chemistry calculation of a 16-piece molecular cluster, C16H64N32O16 overall in a non-equilibrium geometry, from the OMol25 dataset.

```
128
Properties=species:S:1:pos:R:3:lowdin_charge:R:1
C 12.094 8.368 13.640 -0.68
O 11.165 7.873 12.972 -0.03
N 13.391 8.358 13.344 0.19
N 11.699 9.006 14.759 0.16
H 13.649 8.297 12.386 0.07
H 14.029 9.089 13.772 0.09
H 10.679 8.785 14.784 0.10
H 12.290 8.751 15.554 0.11
C 9.893 19.041 14.103 -0.57
O 10.512 18.211 13.393 -0.07
N 10.477 19.750 15.100 0.19
N 8.599 19.422 13.582 0.12
H 10.091 20.574 15.498 0.10
H 11.305 19.308 15.593 0.09
H 7.881 19.496 14.302 0.08
H 8.290 18.654 13.007 0.07
C 10.295 12.972 9.313 -0.60
O 10.272 12.958 10.523 -0.01
N 9.633 12.061 8.555 0.19
N 10.729 14.095 8.501 0.13
H 9.826 12.139 7.602 0.07
H 9.111 11.259 8.848 0.05
H 11.386 14.616 9.094 0.04
H 11.169 13.843 7.603 0.10
C 12.717 17.112 16.150 -0.68
O 12.507 18.254 16.605 -0.02
N 12.300 16.707 14.970 0.16
N 13.458 16.152 16.842 0.15
H 12.297 15.671 14.794 0.09
H 11.829 17.444 14.401 0.07
H 13.560 16.435 17.811 0.09
H 14.296 15.692 16.441 0.06
C 15.529 10.933 15.277 -0.67
O 15.494 10.900 16.500 -0.01
N 15.557 12.044 14.568 0.18
N 15.768 9.791 14.510 0.14
H 15.341 12.845 15.207 0.10
H 15.120 12.094 13.654 0.05
H 15.971 8.891 14.868 0.10
H 15.976 10.003 13.543 0.09
C 6.984 13.991 13.006 -0.64
O 7.394 12.841 12.927 0.00
N 6.295 14.521 14.116 0.14
N 6.944 14.769 11.908 0.17
H 6.304 15.554 14.113 0.08
H 6.792 14.406 15.032 0.09
H 7.437 14.519 11.061 0.11
H 6.686 15.755 12.036 0.11
C 8.370 16.130 15.929 -0.72
O 8.062 17.043 15.230 0.03
N 7.586 15.717 16.939 0.18
N 9.482 15.360 15.615 0.19
H 6.824 16.353 17.166 0.12
H 7.834 15.036 17.645 0.06
H 9.955 14.817 16.327 0.05
H 10.047 15.865 14.911 0.08
C 13.626 11.612 11.684 -0.62
O 14.756 11.370 12.132 -0.03
N 12.817 12.571 12.142 0.21
N 13.070 10.860 10.670 0.17
H 11.923 12.728 11.712 0.05
H 12.932 13.086 13.023 0.07
H 12.055 10.866 10.490 0.09
H 13.761 10.543 10.004 0.08
C 12.140 15.768 11.237 -0.72
O 12.610 15.039 10.408 0.02
N 12.736 16.847 11.791 0.15
N 10.855 15.634 11.619 0.19
H 12.160 17.601 12.195 0.07
H 13.528 17.204 11.167 0.14
H 10.494 16.274 12.293 0.05
H 10.480 14.690 11.596 0.07
C 16.249 15.435 14.645 -0.64
O 15.873 14.871 15.630 0.03
N 17.508 15.193 14.077 0.16
N 15.676 16.560 14.115 0.17
H 17.905 15.551 13.271 0.06
H 17.889 14.337 14.412 0.09
H 16.152 17.046 13.387 0.09
H 14.761 16.866 14.456 0.08
C 9.450 13.104 18.588 -0.72
O 8.610 13.865 19.097 -0.03
N 9.305 11.834 18.312 0.19
N 10.532 13.695 18.030 0.14
H 8.363 11.497 18.557 0.14
H 9.994 11.169 17.991 0.06
H 10.619 14.651 18.409 0.12
H 11.360 13.281 17.541 0.09
C 8.957 9.355 10.516 -0.64
O 8.263 9.667 9.610 0.04
N 9.526 10.163 11.449 0.21
N 9.374 7.959 10.492 0.11
H 10.063 9.729 12.170 0.07
H 9.100 11.035 11.726 0.09
H 8.762 7.339 9.947 0.11
H 9.781 7.590 11.353 0.05
C 12.360 10.504 18.860 -0.67
O 11.602 10.010 18.016 -0.04
N 11.838 10.963 20.012 0.18
N 13.701 10.590 18.794 0.18
H 12.406 11.566 20.611 0.12
H 10.901 11.078 20.054 0.04
H 14.240 11.099 19.498 0.12
H 14.269 10.515 17.920 0.08
C 7.897 9.709 15.136 -0.65
O 8.935 10.257 15.559 -0.03
N 7.052 10.231 14.221 0.20
N 7.521 8.513 15.603 0.16
H 6.182 9.850 14.145 0.07
H 7.227 11.199 13.960 0.07
H 6.536 8.459 15.771 0.10
H 8.125 8.134 16.320 0.12
C 13.464 7.635 9.442 -0.65
O 14.384 8.349 9.120 0.02
N 13.445 6.579 10.421 0.13
N 12.191 7.976 9.071 0.13
H 12.603 6.012 10.476 0.09
H 14.314 6.115 10.566 0.08
H 12.036 8.691 8.368 0.10
H 11.326 7.678 9.563 0.07
C 11.728 12.713 15.112 -0.61
O 12.359 13.718 14.698 -0.07
N 12.254 11.894 16.159 0.16
N 10.498 12.480 14.674 0.21
H 11.850 10.970 16.338 0.04
H 13.258 11.848 16.394 0.08
H 10.137 13.084 13.977 0.08
H 9.862 11.688 14.942 0.08
```

total charge = 0
LUMO = 0.39 eV


The calculation returns the following ΔE to the lowest compared entry with this formula, charge and spin values, one per record and in order: 0.0, 107.4, 18.3 kcal/mol.
The calculation returns the following gap between HOMO and LUMO values, one per record and in order: 0.3204, 0.3256, 0.3550 Ha.